Entry 1:
The following is a quantum chemistry calculation of a 2-piece molecular cluster, C3H10OS overall in a non-equilibrium geometry, from OMol25.

Each line ends with the natural charge from an NBO analysis.
Atoms and positions in Å:
C: 1.711 -0.861 0.610  -0.6223
C: 0.716 -1.705 1.348  -0.4999
S: -0.314 -2.714 0.196  -0.0821
H: 1.325 -0.320 -0.219  0.2176
H: 2.464 -1.479 0.074  0.2067
H: 2.181 -0.182 1.337  0.2130
H: 1.232 -2.352 2.054  0.2100
H: 0.010 -1.131 1.989  0.2222
H: -1.544 -2.182 0.510  0.1339
C: -1.054 2.204 -1.566  -0.2521
O: -1.514 1.846 -0.269  -0.7187
H: -1.220 3.245 -1.831  0.1597
H: 0.057 2.110 -1.634  0.1841
H: -1.588 1.593 -2.312  0.1650
H: -2.463 1.927 -0.288  0.4627

Its LUMO energy is 0.0278 Ha. Its spin multiplicity is 1. As for the energy above the lowest of the compared OMol25 structures with the same formula, charge and spin: 0.848 eV.

=====

Entry 2:
The following is a quantum chemistry calculation of a 2-piece molecular cluster, C3H10OS overall in a non-equilibrium geometry, from OMol25.

Each line ends with the natural charge from an NBO analysis.
Atoms and positions in Å:
C: 1.174 2.218 -0.030  -0.6655
C: 0.859 1.043 -1.034  -0.0580
O: -0.069 1.554 -2.021  -0.7147
H: 1.570 1.761 0.882  0.2197
H: 1.817 2.979 -0.453  0.2227
H: 0.159 2.475 0.361  0.2064
H: 0.448 0.135 -0.459  0.1569
H: 1.861 0.617 -1.475  0.1671
H: -0.322 2.415 -1.614  0.4646
C: -0.794 -2.650 1.213  -0.7522
S: -1.837 -1.782 0.060  -0.0337
H: -0.093 -3.332 0.649  0.2276
H: -0.491 -1.762 1.650  0.2241
H: -1.397 -3.155 1.983  0.2262
H: -2.883 -2.515 0.288  0.1088

Its LUMO energy is 0.0310 Ha. Its spin multiplicity is 1. As for the energy above the lowest of the compared OMol25 structures with the same formula, charge and spin: 1.578 eV.

=====

Entry 3:
The following is a quantum chemistry calculation of a 2-piece molecular cluster, C3H10OS overall in a non-equilibrium geometry, from OMol25.

Each line ends with the Löwdin spin population.
Atoms and positions in Å:
C: 2.148 0.861 -0.646  0.1237
S: 2.295 -0.707 -0.013  0.6627
H: 1.938 1.644 0.208  0.0125
H: 1.301 0.923 -1.400  0.0153
H: 3.009 1.147 -1.402  0.0585
H: 2.967 -0.333 1.071  0.0210
C: -1.130 -0.042 0.475  0.0335
O: -0.812 0.591 -0.797  0.0448
C: -1.876 -1.297 0.236  0.0064
H: -1.766 0.658 1.096  0.0016
H: -0.172 -0.276 1.006  0.0186
H: -1.403 1.410 -0.818  -0.0001
H: -2.935 -1.060 -0.271  0.0011
H: -2.404 -1.506 1.270  0.0000
H: -1.161 -2.011 -0.015  0.0004

Its LUMO energy (alpha / beta) is -0.1435 / -0.3271 Ha. Its spin multiplicity is 2. The net charge is +1. As for the energy above the lowest of the compared OMol25 structures with the same formula, charge and spin: 2.191 eV. As for the expectation value of S²: 0.754.

=====

Entry 4:
The following is a quantum chemistry calculation of a 2-piece molecular cluster, C3H10OS2 overall in a non-equilibrium geometry, from OMol25.

Each line ends with the natural charge from an NBO analysis.
Atoms and positions in Å:
C: 1.940 0.817 -1.541  -0.6215
C: 0.441 0.577 -1.580  -0.5264
S: -0.201 -0.502 -0.235  0.0621
S: -1.006 1.081 0.948  0.0610
C: -2.710 0.917 0.251  -0.7195
H: 2.316 1.293 -0.635  0.2169
H: 2.416 -0.126 -1.788  0.2084
H: 2.221 1.470 -2.376  0.2110
H: 0.151 0.288 -2.592  0.2170
H: -0.127 1.477 -1.375  0.2225
H: -3.093 -0.027 0.613  0.2290
H: -2.570 1.082 -0.810  0.2195
H: -3.305 1.745 0.638  0.2204
O: 2.345 -3.330 1.287  -0.9375
H: 3.138 -3.031 0.829  0.4644
H: 1.848 -2.516 1.420  0.4727

Its LUMO energy is 0.0170 Ha. Its spin multiplicity is 1. As for the energy above the lowest of the compared OMol25 structures with the same formula, charge and spin: 0.361 eV.

=====

Entry 5:
The following is a quantum chemistry calculation of a 2-piece molecular cluster, C3H10OS2 overall in a non-equilibrium geometry, from OMol25.

Each line ends with the natural charge from an NBO analysis.
Atoms and positions in Å:
C: -2.092 0.823 -0.341  -0.7706
S: -1.500 -0.213 0.983  0.2305
C: -0.364 0.893 1.796  -0.7474
S: 0.852 1.739 0.885  0.1895
C: 1.383 0.426 -0.367  -0.7233
H: -2.714 0.173 -0.979  0.2353
H: -1.269 1.232 -0.951  0.2224
H: -2.713 1.661 0.019  0.2165
H: 0.262 0.304 2.494  0.2376
H: -0.944 1.620 2.397  0.2404
H: 1.675 -0.506 0.145  0.2179
H: 2.236 0.777 -0.972  0.2278
H: 0.539 0.206 -1.043  0.2218
O: 1.298 -2.795 -1.542  -0.9404
H: 1.091 -3.669 -1.141  0.4732
H: 2.261 -2.670 -1.383  0.4689

Its LUMO energy is 0.0225 Ha. Its spin multiplicity is 1. As for the energy above the lowest of the compared OMol25 structures with the same formula, charge and spin: 0.663 eV.

=====

Entry 6:
The following is a quantum chemistry calculation of a 2-piece molecular cluster, C3H10OS2 overall in a non-equilibrium geometry, from OMol25.

Each line ends with the natural charge from an NBO analysis.
Atoms and positions in Å:
C: -0.381 0.372 1.730  -0.6172
C: -1.275 0.534 0.372  -0.4272
C: -0.617 0.626 -0.975  -0.5390
S: -1.497 -0.439 -2.184  0.0718
S: -0.574 -2.340 -2.013  -0.1604
H: -0.253 -0.635 1.970  0.2119
H: -0.759 1.067 2.491  0.2210
H: 0.645 0.499 1.420  0.1902
H: -1.839 -0.412 0.353  0.2162
H: -1.845 1.445 0.404  0.2064
H: -0.589 1.707 -1.367  0.2295
H: 0.434 0.310 -0.863  0.2275
H: -0.754 -2.295 -3.421  0.1662
O: 3.214 -0.456 0.413  -0.9176
H: 3.058 -0.455 1.377  0.4615
H: 3.032 0.469 0.292  0.4591

Its LUMO energy is 0.0167 Ha. Its spin multiplicity is 1. As for the energy above the lowest of the compared OMol25 structures with the same formula, charge and spin: 1.488 eV.

=====

Entry 7:
The following is a quantum chemistry calculation of C3H10OSSi as an isolated structure in a non-equilibrium geometry, from OMol25.

Each line ends with the natural charge from an NBO analysis.
Atoms and positions in Å:
C: 2.216 -1.091 0.135  -0.5986
C: 1.246 0.072 0.466  -0.4970
C: 0.430 0.336 -0.769  -0.3693
O: -1.171 -1.230 1.113  -0.9691
Si: -2.772 0.921 -0.073  0.6363
S: -1.493 -0.841 -0.274  0.7350
H: 2.381 -0.993 -0.906  0.1857
H: 3.155 -1.089 0.602  0.2122
H: 1.873 -2.108 0.206  0.2139
H: 1.745 0.963 0.837  0.2201
H: 0.706 -0.365 1.291  0.2732
H: 0.742 -0.240 -1.608  0.2029
H: 0.195 1.360 -0.902  0.2044
H: -2.247 1.671 1.058  -0.1427
H: -2.786 1.834 -1.179  -0.1638
H: -4.221 0.801 0.003  -0.1432

Its LUMO energy is 0.0102 Ha. Its spin multiplicity is 1. As for the energy above the lowest of the compared OMol25 structures with the same formula, charge and spin: 3.950 eV.

=====

Entry 8:
The following is a quantum chemistry calculation of a 2-piece molecular cluster, C3H10S overall in a non-equilibrium geometry, from OMol25.

Each line ends with the natural charge from an NBO analysis.
Atoms and positions in Å:
C: 1.197 2.348 -1.308  -0.7433
S: -0.289 3.341 -1.075  0.1602
C: -0.610 2.996 0.685  -0.7247
H: 0.892 1.405 -1.764  0.2153
H: 1.952 2.885 -1.872  0.2300
H: 1.486 2.026 -0.312  0.2156
H: -1.176 2.083 0.772  0.2092
H: -1.146 3.807 1.152  0.2279
H: 0.359 2.879 1.142  0.2097
C: -0.504 -4.775 0.519  -0.8517
H: 0.394 -5.164 0.967  0.2144
H: -1.398 -4.833 1.147  0.2128
H: -0.382 -3.698 0.348  0.2109
H: -0.774 -5.299 -0.401  0.2136

Its LUMO energy is 0.0344 Ha. Its spin multiplicity is 1. As for the energy above the lowest of the compared OMol25 structures with the same formula, charge and spin: 0.407 eV.

=====

Entry 9:
The following is a quantum chemistry calculation of a 2-piece molecular cluster, C3H10S2 overall in a non-equilibrium geometry, from OMol25.

Each line ends with the natural charge from an NBO analysis.
Atoms and positions in Å:
C: 1.185 3.799 -0.079  -0.8405
S: 0.312 3.596 -1.543  0.1746
S: -1.395 2.487 -1.405  -0.1926
H: 0.724 3.575 0.879  0.2496
H: 1.437 4.845 0.126  0.2444
H: 2.099 3.206 0.044  0.2255
H: -1.452 1.118 -1.033  0.1395
C: -0.666 -2.858 1.046  -0.6111
C: -0.083 -2.786 -0.359  -0.6105
H: -1.109 -3.859 1.354  0.2093
H: -1.385 -2.061 1.286  0.2031
H: 0.202 -2.701 1.788  0.1969
H: 0.704 -2.075 -0.465  0.2049
H: 0.310 -3.801 -0.648  0.2060
H: -0.884 -2.487 -0.991  0.2011

Its LUMO energy is 0.0088 Ha. Its spin multiplicity is 1. As for the energy above the lowest of the compared OMol25 structures with the same formula, charge and spin: 1.360 eV.

=====

Entry 10:
The following is a quantum chemistry calculation of a 2-piece molecular cluster, C3H10S2 overall in a non-equilibrium geometry, from OMol25.

Each line ends with the natural charge from an NBO analysis.
Atoms and positions in Å:
C: 1.120 -0.224 -1.232  -0.7213
S: 1.418 1.449 -0.407  0.1277
C: 2.434 0.659 0.963  -0.7284
H: 0.701 -0.905 -0.442  0.2106
H: 2.148 -0.513 -1.529  0.2210
H: 0.416 -0.270 -2.082  0.2342
H: 2.480 -0.409 0.938  0.2215
H: 3.363 1.150 1.186  0.2242
H: 1.798 0.783 1.873  0.2164
C: -2.368 0.143 0.244  -0.7085
S: -3.411 -0.907 -0.911  -0.0869
H: -2.107 -0.498 1.158  0.2235
H: -1.399 0.541 -0.245  0.2296
H: -2.962 0.942 0.519  0.2069
H: -3.632 -1.942 -0.035  0.1296

Its LUMO energy is 0.0313 Ha. Its spin multiplicity is 1. As for the energy above the lowest of the compared OMol25 structures with the same formula, charge and spin: 1.170 eV.

=====

- Which of these has the lowest energy above the lowest of the compared OMol25 structures with the same formula, charge and spin?
  number 4

=====

- Among the records above, which one has the lowest energy above the lowest of the compared OMol25 structures with the same formula, charge and spin?
  number 4

=====

- Which formula does entry 4 have?
  C3H10OS2

=====

- spin multiplicity of number 6 (C3H10OS2)?
  1